No. 1
Molecular formula: C32H79BN7O16
Method: DFT, wB97M-V/def2-TZVPD

```
135
Properties=species:S:1:pos:R:3:mulliken_charge:R:1
O 0.513 -0.385 -3.838 -0.6815
C 0.476 -0.432 -2.600 0.6407
O 1.295 -1.118 -1.851 -0.4298
B 0.930 -0.898 -0.430 0.9620
O -0.245 -0.072 -0.397 -0.4777
C -0.536 0.277 -1.652 0.6104
O -1.449 0.918 -2.102 -0.6422
O 2.102 -0.333 0.205 -0.4793
C 2.198 -0.740 1.523 0.6143
O 3.041 -0.362 2.302 -0.6114
C 1.201 -1.920 1.566 0.6108
O 0.614 -2.071 0.398 -0.4522
O 1.067 -2.700 2.544 -0.6786
C -2.193 0.811 10.093 -1.4087
C -1.990 2.233 9.720 0.3951
C -1.556 2.266 8.204 -0.7620
O -0.206 1.725 8.095 -0.3387
C 0.211 1.846 6.792 -0.8207
N -3.276 2.953 9.778 -0.7707
H -1.350 0.127 9.995 0.3516
H -2.958 0.352 9.466 0.3107
H -2.629 0.772 11.091 0.3481
H -1.227 2.681 10.358 0.3291
H -1.523 3.257 7.751 0.4271
H -2.155 1.614 7.570 0.3478
H -0.343 1.449 5.942 0.3107
H 1.146 1.286 6.785 0.2731
H 0.415 2.897 6.588 0.3456
H -3.749 2.528 8.994 0.3437
H -2.843 3.740 9.316 0.3184
C -6.340 -1.917 -2.292 -1.5787
C -7.349 -1.705 -3.434 0.3743
C -8.576 -0.835 -3.084 -0.6037
O -9.789 -1.160 -3.700 -0.4375
C -9.863 -1.130 -5.136 -0.6290
N -6.527 -1.151 -4.548 -0.6712
H -6.031 -0.937 -1.928 0.4048
H -5.360 -2.276 -2.607 0.4708
H -6.679 -2.615 -1.527 0.3402
H -7.744 -2.633 -3.847 0.3080
H -8.351 0.165 -3.456 0.3165
H -8.662 -0.866 -1.998 0.3666
H -9.362 -2.034 -5.482 0.2220
H -9.237 -0.289 -5.435 0.3138
H -10.886 -0.881 -5.416 0.2501
H -5.864 -1.904 -4.663 0.2708
H -6.138 -0.287 -4.198 0.2836
C 8.224 -0.578 6.703 -1.4054
C 7.622 0.775 7.112 0.6231
C 8.458 1.829 7.859 -0.6205
O 9.016 1.302 9.103 -0.3122
C 9.560 2.325 9.921 -0.6606
N 6.927 1.324 5.964 -0.7741
H 8.529 -1.071 7.627 0.3276
H 9.111 -0.542 6.072 0.3292
H 7.488 -1.195 6.188 0.3607
H 6.839 0.420 7.783 0.1390
H 7.786 2.653 8.099 0.3121
H 9.285 2.298 7.327 0.3662
H 9.755 1.783 10.847 0.2207
H 8.698 2.990 9.970 0.3188
H 10.442 2.785 9.477 0.2471
H 6.376 2.068 6.367 0.2516
H 6.130 0.814 5.610 0.2773
C 2.549 -7.977 -3.312 -1.3095
C 2.093 -7.969 -1.790 0.3667
C 3.284 -8.107 -0.827 -0.6407
O 4.012 -9.311 -0.959 -0.3267
C 5.007 -9.443 0.047 -0.6632
N 1.214 -6.835 -1.609 -0.6562
H 3.071 -7.071 -3.619 0.3390
H 1.603 -8.034 -3.851 0.3818
H 3.073 -8.852 -3.697 0.3432
H 1.375 -8.779 -1.658 0.1927
H 2.962 -8.108 0.214 0.3615
H 3.971 -7.270 -0.951 0.3222
H 5.572 -10.372 0.119 0.2442
H 4.577 -9.265 1.033 0.2753
H 5.621 -8.586 -0.230 0.2996
H 1.587 -5.986 -2.008 0.2387
H 1.126 -6.561 -0.641 0.2349
C -3.105 5.134 1.195 -1.4929
C -4.243 5.447 2.271 0.5157
C -4.234 4.360 3.314 -0.7405
O -4.466 3.130 2.594 -0.3850
C -3.241 2.340 2.547 -0.6136
N -3.975 6.808 2.794 -0.7233
H -3.409 4.363 0.488 0.3767
H -2.101 4.956 1.580 0.3137
H -3.042 6.051 0.609 0.4832
H -5.184 5.510 1.724 0.2791
H -5.043 4.592 4.007 0.3248
H -3.348 4.513 3.930 0.3542
H -3.457 1.691 1.698 0.1846
H -3.209 1.763 3.471 0.3259
H -2.374 2.999 2.504 0.2903
H -2.977 6.754 2.937 0.2792
H -4.333 7.080 3.699 0.2319
C -2.406 5.557 -4.946 -1.4345
C -0.912 5.871 -5.289 0.3262
C -0.467 7.312 -5.087 -0.8400
O -1.170 7.946 -3.980 -0.2732
C -1.066 9.395 -4.016 -0.7904
N -0.237 5.023 -4.365 -0.6704
H -3.061 5.948 -5.724 0.3596
H -2.859 6.002 -4.060 0.3246
H -2.544 4.489 -4.775 0.4245
H -0.605 5.384 -6.214 0.3932
H -0.576 7.879 -6.012 0.4225
H 0.617 7.361 -4.988 0.4244
H -0.046 9.732 -4.203 0.3079
H -1.310 9.709 -3.001 0.2403
H -1.678 9.793 -4.825 0.3157
H -0.067 4.121 -4.786 0.2320
H -0.746 4.949 -3.495 0.2400
C 2.842 -4.396 -8.626 -1.1820
C 1.819 -3.314 -8.562 0.7694
C 1.350 -2.737 -9.928 -0.9699
O 2.478 -2.339 -10.833 -0.3267
C 2.444 -2.791 -12.176 -0.6706
N 0.617 -3.756 -7.779 -0.7632
H 3.803 -3.882 -8.595 0.3053
H 2.777 -4.905 -9.588 0.1896
H 2.877 -5.111 -7.804 0.3740
H 2.292 -2.481 -8.043 0.1345
H 0.838 -1.776 -9.874 0.3592
H 0.604 -3.353 -10.430 0.4950
H 1.434 -2.974 -12.542 0.3141
H 2.897 -3.782 -12.170 0.2565
H 3.031 -2.171 -12.854 0.2393
H 0.861 -4.095 -6.860 0.2422
H -0.066 -3.017 -7.694 0.2351
O 1.112 -6.607 5.050 -0.6480
H 1.409 -5.862 4.527 0.3360
H 0.288 -6.313 5.439 0.3128
```

The calculation puts the strongest force on any atom at 4.68 eV/Å. Its charge is -1. The value obtained for the calculated total energy is -2878.61926 Eh.

No. 2
Molecular formula: C40H26BF13OP2Ti
Method: DFT, wB97M-V/def2-TZVPD

```
84
Properties=species:S:1:pos:R:3:mulliken_charge:R:1
Ti 0.421 1.562 0.548 -0.3441
O 0.156 2.947 -1.016 -0.5192
C -0.624 3.119 -0.125 0.9214
C -1.718 3.970 0.275 0.2909
C -2.180 5.073 -0.382 -0.5391
C -3.238 5.744 0.144 -0.6537
C -3.863 5.278 1.302 -0.5447
C -3.409 4.165 2.005 -0.6905
C -2.269 3.542 1.528 0.2380
P -1.262 2.169 2.239 1.3137
C -1.594 1.849 3.975 0.1144
C -2.605 0.951 4.435 0.0211
C -2.773 0.593 5.758 -0.7276
C -1.867 1.062 6.707 -0.4163
C -0.847 1.948 6.311 -0.8093
C -0.670 2.240 4.995 -0.0118
C -1.505 0.577 1.364 -0.9510
C -2.014 0.430 0.099 -0.6475
C -1.960 -0.830 -0.794 0.0324
C -0.538 -2.104 0.139 0.3317
C 0.090 -1.361 1.239 -1.7780
C -0.483 -0.357 1.959 -0.6762
H -1.795 5.436 -1.320 0.5762
H -3.686 6.591 -0.397 0.4187
H -4.742 5.789 1.664 0.4560
H -3.903 3.804 2.902 0.5397
H -3.329 0.606 3.647 0.2990
H -3.572 -0.107 6.052 0.4043
H -2.029 0.885 7.742 0.4920
H -0.146 2.397 7.013 0.4336
H 0.246 2.703 4.649 0.4776
H -2.626 1.243 -0.255 0.6687
H -2.738 -0.692 -1.563 0.8146
H -0.157 -3.121 0.132 1.0012
H 1.016 -1.731 1.687 0.3314
H -0.080 -0.065 2.954 0.4272
F -3.484 -5.912 -0.746 -0.2629
C -3.006 -5.275 -1.807 0.7693
F -2.274 -6.101 -2.527 -0.2542
F -4.061 -4.911 -2.533 -0.2423
C -2.229 -4.049 -1.405 0.2262
C -2.608 -3.352 -0.313 -1.6777
C -2.086 -2.050 0.169 0.0990
C -0.609 -1.346 -1.260 2.2140
C -0.685 -2.324 -2.428 -1.8651
C -1.401 -3.456 -2.467 -0.7510
P 0.761 -0.155 -1.410 1.6189
C 2.257 -1.172 -1.001 -0.0327
C 3.245 -0.675 -0.131 -0.8500
C 4.202 -1.464 0.415 -0.9622
C 4.194 -2.811 0.042 0.3165
C 3.266 -3.330 -0.808 -0.9383
C 2.257 -2.507 -1.348 -0.3550
C 5.369 -3.718 0.449 0.7495
F 5.080 -5.016 0.282 -0.2691
F 5.860 -3.617 1.664 -0.2512
F 6.338 -3.319 -0.372 -0.2443
C 1.055 0.510 -3.078 0.6184
C 2.413 0.692 -3.381 -0.7367
C 2.748 1.256 -4.633 -1.0769
C 1.763 1.622 -5.532 0.0302
C 0.417 1.461 -5.186 -0.8134
C 0.047 0.914 -3.970 -0.3323
C 2.121 2.215 -6.915 0.8088
F 1.184 3.079 -7.409 -0.2518
F 2.296 1.186 -7.801 -0.2271
F 3.269 2.906 -6.824 -0.2521
H -3.417 -3.852 0.275 0.4232
H -2.543 -1.772 1.129 0.6890
H -0.049 -2.115 -3.318 0.3984
H -1.352 -4.075 -3.388 0.4048
H 3.137 0.317 0.092 0.9515
H 4.903 -1.054 1.124 0.5208
H 3.315 -4.403 -1.132 0.4374
H 1.506 -2.928 -1.967 0.7275
H 3.199 0.545 -2.728 0.6211
H 3.733 1.482 -4.922 0.5550
H -0.338 1.876 -5.892 0.4026
H -1.047 0.848 -3.693 0.3539
F 1.846 -1.292 4.764 -0.2211
B 2.921 -0.610 4.429 0.4071
F 3.682 -0.011 5.320 -0.1922
F 3.232 -0.518 3.106 0.0118
F 1.869 1.978 1.447 -0.5902
```

The calculation puts the strongest force on any atom at 3.44 eV/Å. Its charge is +2. The value obtained for the calculated total energy is -4470.04335 Eh.

No. 3
Molecular formula: C6H6N2S
Method: DFT, wB97M-V/def2-TZVPD

```
15
Properties=species:S:1:pos:R:3:mulliken_charge:R:1
C -2.325 2.895 0.436 0.2470
C -0.244 0.537 2.437 -0.1758
C -1.825 2.103 1.410 0.1203
C 0.796 -0.521 0.212 -0.6527
C 0.867 -1.052 -2.112 -1.1746
C 1.079 -1.664 -0.715 -0.0217
N -3.049 3.453 -0.276 -0.3801
N -0.902 1.442 1.816 -0.0871
S 0.151 -0.963 1.658 -0.0534
H 0.250 0.816 3.291 0.4587
H -0.127 -1.370 -2.388 0.2694
H 1.632 -1.283 -2.846 0.3230
H 0.832 -0.050 -1.831 0.4560
H 2.176 -1.717 -0.557 0.2151
H 0.690 -2.625 -0.535 0.4558
```

The calculation puts the strongest force on any atom at 2.86 eV/Å. The value obtained for the calculated total energy is -739.69506 Eh.

No. 4
Molecular formula: C5H10O3Rb
Method: DFT, wB97M-V/def2-TZVPD

```
19
Properties=species:S:1:pos:R:3:mulliken_spin:R:1
H 1.400 0.874 -0.835 -0.0275
O -1.265 -0.541 -0.471 -0.0525
O -0.446 -1.763 -2.163 0.0998
C -0.140 -0.849 -1.317 0.9298
O 0.994 -1.081 -0.513 0.0218
C 1.984 -0.068 -0.602 0.0049
C -1.152 0.558 0.414 -0.0436
C -2.517 0.876 0.983 -0.0128
H -0.445 0.312 1.223 0.0141
H -0.746 1.429 -0.131 0.0019
H -2.938 0.002 1.500 -0.0007
H -2.438 1.699 1.707 0.0008
H -3.212 1.184 0.189 0.0044
C 2.777 -0.009 0.682 0.0209
H 2.640 -0.257 -1.469 0.0027
H 2.156 -0.308 1.538 -0.0039
H 3.145 1.012 0.851 -0.0003
H 3.643 -0.685 0.640 0.0018
Rb -3.440 -2.384 -2.226 0.0383
```

Its spin multiplicity is 2. The calculation puts the strongest force on any atom at 1.53 eV/Å. The value obtained for the calculated total energy is -446.22858 Eh.

No. 5
Molecular formula: CH3ClOS
Method: DFT, wB97M-V/def2-TZVPD

```
7
Properties=species:S:1:pos:R:3:mulliken_spin:R:1
C -0.737 0.194 -0.104 0.1187
O 1.138 -1.552 0.480 0.4723
S 0.920 -0.525 -0.497 0.8672
Cl 1.868 1.215 0.051 0.5299
H -0.982 1.196 -0.593 -0.0031
H -0.814 0.092 1.048 0.0088
H -1.393 -0.620 -0.385 0.0061
```

Its spin multiplicity is 3. The calculation puts the strongest force on any atom at 5.39 eV/Å. The value obtained for the calculated total energy is -973.33670 Eh.